[1]
Molecular formula: C32H33N2Sb2ScSe
Method: DFT, ωB97M-V/def2-TZVPD

Summary:
Energy relative to the best compared isomer or geometry (same formula, charge and spin): 0.115 eV
2S+1: 1
E_LUMO: -6.3 eV
Net charge: +2

Structure (XYZ):
```
71
C32H33N2Sb2ScSe | the OMol25 dataset | ωB97M-V/def2-TZVPD
C -1.11 1.38 2.61
H -2.64 -3.49 -4.12
C 0.91 2.82 -3.05
H -2.58 2.64 1.62
C 1.11 2.48 -1.70
C 2.29 1.80 -1.37
H -0.33 -1.83 0.80
H -1.71 -0.08 5.58
H -4.22 2.35 3.43
C 1.84 2.50 -4.01
C 3.00 1.81 -3.66
C -3.31 -3.78 -3.31
C 3.22 1.45 -2.34
N 1.66 -1.20 -0.48
H -5.54 3.10 -2.29
H 2.41 -0.93 -1.11
H -1.32 -3.20 1.06
H -3.03 -0.16 -1.11
H -3.37 -1.94 0.36
H -1.46 1.87 -2.54
C -3.26 1.86 3.50
H -4.90 -4.26 -4.66
C -2.45 -1.39 0.60
H -2.77 -1.03 -3.00
H -3.44 -4.17 0.06
H 1.65 -0.50 -5.16
H 4.14 0.96 -2.06
C -3.53 2.36 -2.49
C -2.33 -0.14 -0.27
H 1.61 -2.22 -0.52
H -5.70 -4.93 -0.51
H 3.74 1.58 -4.41
H 1.43 -1.93 -3.19
H 2.01 -0.99 0.46
H -6.44 -4.97 -2.87
H -0.33 0.66 -6.08
H -2.58 0.77 0.28
C -0.42 0.06 -5.18
H -2.53 0.38 -5.00
C -0.67 -1.54 -2.88
C -5.45 -4.62 -2.62
C -0.86 0.62 3.74
C -1.87 0.51 4.69
H 0.09 0.13 3.90
Sb -0.88 -3.28 -1.52
C -1.79 -0.87 -3.43
C -2.90 4.14 -0.45
Sb 0.05 3.61 -0.19
C -5.03 -4.60 -1.30
C -1.66 -0.09 -4.57
C -1.25 -2.31 0.43
H 1.68 2.80 -5.04
C -4.20 4.05 -0.91
C -4.52 3.16 -1.92
C -1.90 3.33 -0.99
C -4.58 -4.22 -3.63
Se 0.30 1.47 1.31
C -2.33 2.03 2.48
H -2.52 -1.12 1.66
H -2.67 4.85 0.34
H -3.78 1.68 -3.29
Sc -0.33 0.00 -0.98
C 0.69 -0.58 -4.66
C -3.76 -4.16 -0.98
C -2.23 2.46 -2.03
C -2.89 -3.73 -1.98
H 0.03 3.39 -3.34
N -3.05 1.12 4.57
H 2.53 1.60 -0.33
H -4.97 4.68 -0.48
C 0.56 -1.37 -3.53
```

[2]
Molecular formula: C32H33N9OPtSbSe4
Method: DFT, ωB97M-V/def2-TZVPD

Summary:
2S+1: 1
E_LUMO: -5.6 eV
Net charge: +1

Structure (XYZ):
```
81
C32H33N9OPtSbSe4 | the OMol25 dataset | ωB97M-V/def2-TZVPD
C 2.16 4.40 1.88
N 2.34 1.99 2.28
C 3.20 0.28 1.45
H 3.90 6.91 0.41
C -2.22 -4.07 0.93
C 0.09 -6.18 -0.40
H 3.21 -2.58 1.30
C -4.38 4.11 -2.36
H -2.63 -4.41 -0.03
C 3.08 6.23 0.61
C -0.60 -4.57 2.81
H 4.02 -4.13 1.19
C -3.35 3.85 -1.47
C -5.41 3.19 -2.49
C -2.23 4.77 -1.35
C 1.36 1.28 1.76
H -1.49 -5.99 1.48
N -3.03 0.03 0.29
C 0.98 4.51 1.16
H -2.07 -0.06 -1.61
H 1.15 -7.23 -1.93
C 0.03 -5.07 0.41
H -1.86 -3.05 0.80
N -2.67 -0.17 1.58
C 2.17 -5.40 -1.43
N 3.52 1.37 2.10
N -0.77 6.33 -1.52
C -2.03 -0.19 -0.53
Se -0.09 -2.14 -2.28
N 0.64 -2.83 0.62
H -4.36 5.02 -2.94
H -0.27 -3.53 2.83
N -0.98 -0.55 0.21
C 3.36 -3.35 -0.73
H -2.54 2.50 -0.03
H -3.03 -4.06 1.66
H 4.87 -2.68 0.68
O -1.25 4.46 -0.47
C 3.22 -2.02 -1.45
Se 1.66 -0.27 -5.39
C 3.21 5.26 1.60
Sb 0.00 0.03 -3.75
H 3.21 3.41 3.49
H -4.84 -0.33 -0.68
H 0.23 -5.20 3.14
C -3.35 2.68 -0.71
H 0.32 1.58 1.75
N 1.86 0.17 1.21
H -1.41 -4.69 3.53
H 4.12 -3.90 -1.30
C -4.37 1.76 -0.86
H -6.19 1.28 -1.90
C 1.91 6.32 -0.12
H 2.56 -1.32 -0.87
C 2.14 -4.23 -0.73
H 4.15 -1.46 -1.47
N -1.99 5.87 -1.99
C 0.98 -3.97 0.15
C 3.89 -3.17 0.70
C -5.40 2.01 -1.76
C -0.37 5.49 -0.64
C 2.29 3.31 2.92
H 1.80 7.06 -0.91
H 3.92 -0.44 1.13
H 4.14 5.18 2.15
H 2.81 -2.09 -2.45
Se -2.23 0.77 -4.01
H 0.14 3.86 1.38
C -1.09 -4.97 1.42
C 1.12 -6.33 -1.31
C -1.42 -0.53 1.51
C -4.38 0.46 -0.08
H -6.21 3.38 -3.19
H -0.81 -0.80 2.35
H 1.44 3.32 3.61
H -4.93 0.54 0.86
C 0.86 5.45 0.15
Se 0.98 1.11 -1.63
H 3.01 -5.63 -2.08
Pt 0.85 -0.99 -0.37
H -0.65 -6.96 -0.30
```

[3]
Molecular formula: C32H34AsFN4NaO8
Method: DFT, ωB97M-V/def2-TZVPD

Summary:
Energy relative to the best compared isomer or geometry (same formula, charge and spin): 1.999 eV
2S+1: 1
E_LUMO: 0.6 eV
Net charge: -1

Structure (XYZ):
```
81
C32H34AsFN4NaO8 | the OMol25 dataset | ωB97M-V/def2-TZVPD
O 2.57 -0.95 -3.49
O -1.09 1.65 0.59
H 3.53 6.93 3.70
O -3.54 0.28 -2.39
H 0.16 -4.29 1.85
C -4.22 1.33 -2.38
O -1.37 2.09 -3.00
As -0.33 -2.30 0.29
H 0.19 -3.06 3.98
F 2.00 5.13 -1.20
C 2.39 7.69 2.11
C -3.97 3.30 -0.91
H -0.08 -0.21 1.63
H -1.00 -1.39 2.54
C 0.66 4.97 -1.02
H -5.01 4.58 0.97
C -0.63 -4.06 1.13
H 4.41 -0.71 2.98
Na -1.27 0.25 -1.50
C 1.91 0.56 -1.81
C 1.12 -2.55 3.75
C 3.47 -2.22 4.18
C -0.05 2.31 0.78
C 1.13 -1.57 2.76
C -2.05 2.80 -2.26
H 1.61 8.05 2.77
C 2.27 -2.87 4.46
H 3.93 0.77 -2.45
H -1.60 -4.07 1.63
C 3.42 2.10 -0.80
C 0.08 5.55 0.11
H -1.65 5.79 1.27
C 1.16 1.89 -0.08
H 2.41 4.55 1.23
C 2.13 5.44 3.15
N -3.34 4.27 -0.19
C 3.18 1.13 -1.75
H -2.34 3.84 2.31
H 2.57 3.22 0.84
C -1.26 5.40 0.34
C -3.43 3.81 2.23
C 1.58 4.96 1.84
H -0.63 -4.82 0.35
C -0.06 4.18 -1.86
H 5.23 2.32 -1.32
H 2.24 -3.64 5.22
H 1.56 -3.15 -1.14
C 1.60 -0.57 -2.81
C 2.34 -0.91 2.50
C -0.08 -1.25 1.96
O 0.15 3.28 1.55
C 3.49 -1.23 3.20
H 0.88 4.12 1.97
C 2.40 2.49 0.06
N 0.90 6.05 1.17
H -3.86 4.14 3.18
H 2.70 4.67 3.67
H 2.62 6.82 0.16
O -5.42 1.52 -2.62
H 2.05 -3.19 0.59
C -2.03 4.58 -0.49
H 0.40 3.63 -2.67
O 0.42 -0.99 -2.78
H -4.99 3.10 -0.61
H 2.36 -0.14 1.74
C -3.93 4.67 1.08
H 4.37 -2.47 4.73
C -3.43 2.55 -1.89
H 3.12 8.48 1.93
H 1.36 5.85 3.80
O 4.64 2.71 -0.66
N 0.93 0.94 -0.99
C 1.54 -2.62 -0.19
N 3.09 6.58 2.85
C -1.41 3.94 -1.57
H -3.69 2.77 2.07
C 1.80 7.13 0.83
H 1.25 7.93 0.33
H 2.05 -1.67 -0.34
H -3.73 5.73 1.26
H 3.82 6.20 2.25
```